No. 1
C33H47BaN2O6PSi as an isolated structure in a non-equilibrium geometry, computed with ωB97M-V with the def2-TZVPD basis set.

## Properties
- Molar mass: 764.1 g mol⁻¹
- Largest force on an atom: 6.00 eV Å⁻¹
- E: -2503.113199 hartree
- HOMO: -1.2 eV
- Orbital gap: 5.162 eV

```
! RIJCOSX wB97M-V def2-TZVPD def2/J DEFGRID3
* xyz -2 1
Ba -0.246 -0.260 0.595
O 4.353 -3.385 3.683
C 3.457 -2.769 2.841
C 3.678 -1.478 2.378
C 2.713 -0.897 1.569
N 1.624 -1.543 1.214
C 1.412 -2.775 1.628
C 2.303 -3.441 2.458
C 0.064 -3.360 1.189
O -0.139 -4.556 1.410
O -0.714 -2.531 0.671
C 2.793 0.554 1.088
O 3.895 1.108 1.120
O 1.699 1.040 0.734
H 5.069 -2.761 3.857
H 4.565 -0.916 2.647
H 2.093 -4.438 2.811
C -4.061 4.743 -0.054
C -3.225 3.508 0.283
C -4.178 2.332 0.497
P -1.906 2.803 -0.883
C -0.515 4.078 -0.821
C -0.829 5.542 -1.103
C 0.550 3.588 -1.793
C -2.626 2.946 -2.548
C -3.309 4.021 -3.091
C -3.927 3.957 -4.333
C -4.704 5.121 -4.884
C -3.867 2.754 -5.040
C -3.175 1.678 -4.553
C -2.499 1.729 -3.297
N -1.834 0.718 -2.779
C -1.423 -0.364 -3.505
C -1.868 -1.664 -3.183
C -2.848 -1.869 -2.067
C -1.393 -2.750 -3.894
C -0.458 -2.614 -4.913
C -0.005 -3.803 -5.714
C 0.022 -1.340 -5.192
C -0.439 -0.226 -4.516
C 0.123 1.138 -4.804
H -4.675 4.998 0.812
H -4.731 4.533 -0.884
H -3.457 5.609 -0.300
H -2.677 3.696 1.217
H -4.619 2.047 -0.459
H -4.987 2.600 1.177
H -3.634 1.478 0.903
H -0.119 3.977 0.197
H -1.360 5.641 -2.046
H 0.103 6.106 -1.179
H -1.419 5.983 -0.304
H 0.166 3.640 -2.811
H 0.808 2.558 -1.558
H 1.451 4.198 -1.726
H -3.364 4.954 -2.549
H -4.377 6.057 -4.434
H -5.775 5.009 -4.683
H -4.581 5.194 -5.966
H -4.381 2.677 -5.995
H -3.157 0.746 -5.109
H -3.348 -0.932 -1.829
H -2.321 -2.207 -1.175
H -3.587 -2.626 -2.333
H -1.768 -3.736 -3.648
H -0.206 -4.728 -5.175
H 1.063 -3.746 -5.927
H -0.535 -3.843 -6.671
H 0.776 -1.217 -5.963
H 1.022 1.071 -5.418
H 0.367 1.637 -3.867
H -0.610 1.759 -5.322
C 2.796 -0.254 -2.738
O 1.917 -1.281 -2.373
H 2.467 0.722 -2.372
H 2.920 -0.205 -3.829
H 3.762 -0.479 -2.285
H 1.039 -1.072 -2.721
C -0.962 -1.430 4.235
Si -1.920 -0.170 3.130
C -2.203 1.282 4.420
C -3.692 -0.976 3.174
H -1.453 -1.652 5.183
H 0.044 -1.080 4.457
H -0.863 -2.366 3.691
H -2.699 0.942 5.328
H -2.810 2.079 3.997
H -1.257 1.729 4.717
H -4.012 -1.237 4.182
H -3.679 -1.891 2.589
H -4.456 -0.333 2.746
*
```

---

No. 2
One molecule with the formula C20H24ClN3O3S, computed with ωB97M-V with the def2-TZVPD basis set.

## Properties
- Molar mass: 421.9 g mol⁻¹
- Largest force on an atom: 0.28 eV Å⁻¹
- Structure (SMILES): COCc1csc(C(=O)N2CCC[C@@H](NC(=O)c3ccc(Cl)c(N)c3)[C@@H]2C)c1
- E: -2024.921453 hartree
- HOMO: -8.5 eV
- Orbital gap: 9.078 eV

```
! RIJCOSX wB97M-V def2-TZVPD def2/J DEFGRID3
* xyz 0 1
C -1.905 3.691 6.749
O -1.451 2.530 6.093
C -2.353 2.105 5.094
C -1.778 0.919 4.388
C -2.420 -0.275 4.237
S -1.493 -1.403 3.353
C -0.206 -0.278 3.178
C 1.081 -0.672 2.555
O 2.130 -0.319 3.057
N 1.029 -1.629 1.544
C 2.100 -2.621 1.564
C 3.242 -2.259 0.630
C 2.690 -2.072 -0.776
C 1.541 -1.070 -0.796
N 1.002 -0.990 -2.141
C 0.827 0.180 -2.809
O 1.052 1.269 -2.311
C 0.306 0.052 -4.213
C 0.519 -1.076 -5.002
C 0.012 -1.105 -6.289
C -0.705 -0.027 -6.776
Cl -1.330 -0.085 -8.400
C -0.928 1.119 -6.007
N -1.681 2.176 -6.480
C -0.398 1.131 -4.717
C 0.424 -1.410 0.223
C -0.638 -0.322 0.183
C -0.489 0.904 3.790
H -1.159 3.958 7.494
H -2.024 4.524 6.046
H -2.865 3.517 7.250
H -3.324 1.847 5.537
H -2.525 2.924 4.381
H -3.393 -0.545 4.617
H 2.446 -2.721 2.590
H 1.658 -3.575 1.255
H 3.705 -1.336 0.985
H 4.003 -3.043 0.642
H 3.463 -1.739 -1.470
H 2.318 -3.037 -1.148
H 1.910 -0.070 -0.556
H 0.686 -1.840 -2.577
H 1.110 -1.909 -4.646
H 0.176 -1.958 -6.932
H -1.532 3.058 -6.019
H -1.777 2.242 -7.480
H -0.529 2.001 -4.085
H -0.027 -2.364 -0.085
H -0.966 -0.194 -0.847
H -1.508 -0.567 0.785
H -0.233 0.634 0.520
H 0.208 1.730 3.820
*
```

---

No. 3
C17H29ClNO6P2Sc as an isolated structure in a non-equilibrium geometry, computed with ωB97M-V with the def2-TZVPD basis set.

## Properties
- Molar mass: 485.8 g mol⁻¹
- Largest force on an atom: 11.39 eV Å⁻¹
- E: -3074.303091 hartree
- HOMO (spin up / spin down): -7.2 / -7.0 eV
- Orbital gap (spin up / spin down): 6.514 / 6.108 eV

```
! RIJCOSX wB97M-V def2-TZVPD def2/J DEFGRID3
* xyz 0 1
C 3.156 -2.951 -0.776
C 2.175 -2.142 -0.159
N 1.410 -1.312 -0.956
C 1.547 -1.306 -2.297
C 2.522 -2.074 -2.935
C 3.337 -2.902 -2.151
C 1.982 -2.096 1.273
P 0.568 -1.257 1.940
Sc -0.082 -0.124 -0.038
P -0.307 0.840 -2.168
C 0.520 -0.520 -3.112
C -1.572 1.192 0.962
C -2.794 0.596 1.330
C -3.855 1.331 1.845
C -3.670 2.678 2.060
C -2.458 3.261 1.733
C -1.414 2.525 1.157
O 3.837 0.160 1.280
O 3.276 1.652 -0.909
H 3.767 -3.610 -0.153
H 2.614 -2.040 -4.025
H 4.103 -3.523 -2.621
C -0.689 -2.409 2.567
C 1.077 -0.304 3.401
H 0.965 -0.135 -4.043
H -0.288 -1.220 -3.401
H 3.225 -0.624 1.324
H 2.497 -2.855 1.872
C -1.978 0.982 -2.838
C 0.566 2.357 -2.592
H -2.945 -0.542 1.172
H -4.779 0.811 2.059
H -4.483 3.241 2.505
H -2.305 4.334 1.922
H -0.480 3.023 0.918
H 0.757 1.094 0.698
H 3.381 2.511 -0.468
H 3.545 1.012 -0.192
H 4.724 -0.237 1.311
H 1.242 0.896 -0.003
H -0.261 -3.032 3.369
H -1.549 -1.844 2.962
H -1.037 -3.057 1.746
H 1.390 -0.989 4.203
H 1.922 0.350 3.133
H 0.234 0.315 3.757
H 0.505 2.549 -3.675
H 0.114 3.206 -2.047
H 1.618 2.250 -2.274
H -1.952 1.227 -3.915
H -2.533 0.041 -2.684
H -2.512 1.781 -2.296
O -4.497 0.609 -0.555
Cl -3.980 -0.626 0.234
O -4.705 -1.217 1.271
O -3.618 -1.602 -0.748
O -1.838 -0.276 0.026
*
```

---

No. 4
C13H18CaCr2F21O25S7 as an isolated structure in a non-equilibrium geometry, computed with ωB97M-V with the def2-TZVPD basis set.

## Properties
- <S²>: 24.77
- Molar mass: 1341.8 g mol⁻¹
- Largest force on an atom: 6.66 eV Å⁻¹
- E: -10038.236323 hartree
- HOMO (spin up / spin down): -9.1 / -9.1 eV
- Orbital gap (spin up / spin down): 7.178 / 3.221 eV

```
! RIJCOSX wB97M-V def2-TZVPD def2/J DEFGRID3
* xyz 0 10
Ca -6.995 0.504 8.099
Cr -5.877 -0.369 2.899
Cr -10.888 -0.490 4.471
C -5.056 -4.927 1.964
F -4.012 -4.949 1.092
F -5.729 -6.048 1.925
F -4.629 -4.730 3.184
S -6.257 -3.495 1.449
O -5.840 -2.289 2.160
O -5.978 -3.319 -0.029
O -7.590 -4.019 1.648
C -9.673 0.547 0.064
F -8.610 0.661 -0.742
F -9.874 1.648 0.701
F -10.725 0.180 -0.705
S -9.260 -0.884 1.485
O -10.255 -0.657 2.566
O -9.477 -2.152 0.794
O -7.933 -0.648 2.057
C -2.922 2.086 5.496
F -3.814 3.009 4.990
F -1.911 1.813 4.629
F -2.461 2.553 6.638
S -4.075 0.449 5.793
O -3.120 -0.564 6.266
O -5.153 0.887 6.726
O -4.667 0.241 4.458
C -7.697 -3.830 5.750
F -8.127 -4.233 6.954
F -6.368 -4.191 5.542
F -8.449 -4.412 4.816
S -7.920 -1.892 5.430
O -9.332 -1.712 4.987
O -7.718 -1.234 6.704
O -6.869 -1.362 4.477
C -11.833 0.825 8.901
F -13.063 1.033 8.247
F -11.184 1.975 8.863
F -12.072 0.371 10.118
S -10.728 -0.382 7.910
O -9.381 0.184 8.054
O -10.773 -1.739 8.509
O -11.112 -0.314 6.532
C -8.162 3.621 4.386
F -9.214 4.157 5.037
F -8.358 3.697 2.996
F -7.055 4.295 4.692
S -7.990 1.722 4.822
O -6.959 1.334 3.858
O -7.639 1.629 6.220
O -9.273 1.083 4.573
C -13.639 -4.253 3.478
F -14.327 -4.048 4.642
F -13.697 -5.620 3.356
F -14.160 -3.693 2.451
S -11.784 -3.715 3.733
O -11.852 -2.307 4.154
O -11.291 -4.386 4.923
O -11.081 -3.850 2.430
C -10.761 -7.787 3.893
C -9.523 -7.386 2.960
O -9.290 -5.994 2.945
O -10.758 -7.089 5.164
H -10.911 -8.852 4.072
H -11.600 -7.340 3.360
H -9.843 -7.735 1.979
H -8.598 -7.844 3.310
H -8.775 -5.776 3.725
H -10.727 -6.157 4.937
C -8.027 -5.148 10.115
C -8.917 -6.234 10.823
O -8.595 -7.495 10.283
H -6.955 -5.340 10.165
H -8.233 -4.134 10.458
H -8.253 -5.107 9.050
H -9.954 -5.917 10.709
H -8.794 -6.157 11.903
H -8.952 -7.434 9.394
C -4.045 -6.141 7.402
C -2.957 -6.802 6.535
O -2.421 -7.806 7.264
H -3.556 -5.744 8.292
H -4.754 -6.851 7.828
H -4.625 -5.338 6.949
H -2.142 -6.081 6.475
H -3.306 -7.054 5.534
H -1.543 -7.468 7.456
*
```